86
Properties=species:S:1:pos:R:3:forces:R:3 method="wB97M-V/def2-TZVPD" total_charge=+2 s_squared=3.7749 spin_multiplicity=4 homo_lumo_gap_ev="7.00 / 6.62"
Tc -1.77208 -0.65602 -0.03379 -0.68 -0.15 0.37
C 0.01618 -4.98843 -2.78277 -0.06 0.03 0.03
C -1.24135 -4.25748 -2.40027 0.10 -0.06 -0.03
C -2.49339 -4.60806 -2.90448 -0.05 -0.06 -0.06
C -3.62020 -3.94857 -2.46588 -0.01 -0.12 -0.11
C -3.49937 -2.91363 -1.55098 0.14 0.01 0.10
Br -5.08796 -2.20685 -0.87211 0.03 0.11 0.07
N -2.30157 -2.50640 -1.10346 0.02 -0.16 -0.11
C -1.20968 -3.20635 -1.51603 -0.09 0.14 0.02
H 0.00923 -6.00087 -2.37393 0.00 0.03 -0.01
H 0.90401 -4.47594 -2.41139 -0.04 -0.02 -0.01
H 0.09995 -5.07753 -3.86595 -0.01 0.02 0.01
H -2.58621 -5.41279 -3.62571 0.00 0.03 0.04
H -4.60505 -4.22929 -2.80861 0.01 -0.01 0.00
H -0.26672 -2.89435 -1.08959 0.01 0.03 0.04
S -0.83677 1.44713 0.63273 0.27 -0.25 0.59
C -0.06200 2.07581 -0.72194 -0.20 0.08 -0.32
N 0.13271 3.34909 -0.87303 0.05 0.17 -0.08
C 0.86343 3.83660 -2.05084 -0.03 0.03 0.01
C 1.96578 2.87657 -2.39398 0.07 -0.10 0.08
N 1.39613 1.52408 -2.55869 0.39 0.12 -0.05
C 2.09925 0.61425 -3.48377 0.02 0.00 0.03
C 3.33918 0.00650 -2.85953 0.05 0.07 0.03
C 4.45058 -0.17549 -3.67502 0.02 -0.02 -0.05
C 5.60501 -0.75691 -3.17084 0.01 -0.01 0.01
C 5.66264 -1.14808 -1.84089 -0.03 0.03 0.00
C 4.55940 -0.95675 -1.01927 -0.01 0.01 -0.03
C 3.39998 -0.38429 -1.52509 -0.02 0.02 0.02
C 0.42616 1.13760 -1.78392 -0.36 -0.03 -0.04
S -0.34166 -0.36408 -1.95679 0.31 0.00 -0.11
C -0.34797 4.38473 0.07047 0.11 0.11 0.07
C 0.81464 4.98918 0.82588 0.01 -0.08 -0.10
C 1.01537 6.36292 0.79735 0.00 0.04 0.00
C 2.07753 6.92808 1.49335 -0.02 0.02 -0.02
C 2.94752 6.11997 2.20783 -0.01 -0.01 0.01
C 2.75595 4.74301 2.23198 0.00 -0.01 0.00
C 1.69232 4.17943 1.54514 -0.03 -0.01 -0.01
H 1.28107 4.81086 -1.80921 0.01 0.03 0.06
H 0.16081 3.94921 -2.87953 -0.07 0.02 0.04
H 2.73842 2.85131 -1.62181 -0.01 -0.03 0.01
H 2.43008 3.16644 -3.33250 0.01 -0.05 -0.05
H 2.39464 1.20222 -4.34909 -0.10 0.06 -0.06
H 1.39522 -0.14040 -3.82420 -0.05 -0.05 0.03
H 4.41797 0.13475 -4.71500 0.00 -0.01 0.07
H 6.46351 -0.89128 -3.81627 -0.03 0.00 0.02
H 6.56799 -1.58844 -1.44373 -0.03 0.00 -0.01
H 4.59877 -1.25131 0.02132 0.02 0.00 -0.01
H 2.55462 -0.24510 -0.85728 0.00 -0.01 -0.07
H -1.09338 3.94041 0.72189 -0.06 -0.08 -0.02
H -0.84711 5.14421 -0.52936 -0.05 -0.03 -0.08
H 0.33445 6.99860 0.24074 0.03 -0.02 0.02
H 2.22438 8.00047 1.47266 -0.01 -0.04 0.00
H 3.77335 6.56123 2.75028 -0.01 -0.02 -0.02
H 3.43366 4.11239 2.79350 -0.02 0.02 -0.01
H 1.53649 3.10420 1.58047 0.02 0.04 0.02
O -5.32446 1.72255 -0.82695 -0.11 -0.14 -0.09
P -3.81683 1.68642 -0.41790 0.41 0.02 -0.03
O -3.06561 2.87389 -0.81770 -0.13 0.01 -0.03
O -3.21513 0.31870 -0.93348 0.17 0.07 0.15
O -3.79990 1.51480 1.19581 -0.12 -0.25 -0.04
P -3.98991 0.20294 2.11010 -0.12 0.14 -0.08
O -5.46101 -0.26424 1.71558 0.04 -0.10 0.15
O -3.78643 0.47625 3.52723 0.06 -0.05 -0.05
O -3.02187 -0.86212 1.48353 0.18 0.31 -0.15
H -5.87390 0.98457 -0.52317 0.07 0.07 0.02
H -6.02311 -0.36788 2.49904 0.03 0.06 -0.11
C -0.37265 -0.04337 3.36212 -0.04 -0.10 0.07
N -0.76600 -1.44534 3.38393 -0.03 0.10 0.04
C -1.58371 -1.83042 4.54130 0.11 0.00 0.04
C -0.60083 -2.24171 2.33000 -0.19 -0.12 0.04
O -0.48407 -1.77713 1.12009 -0.04 0.06 -0.20
N -0.53339 -3.56742 2.52336 0.13 0.02 -0.07
C 0.08761 -4.15816 3.71270 -0.08 0.03 -0.03
C -0.76547 -4.49556 1.42576 0.06 0.04 0.05
H 0.07647 0.20057 4.32513 -0.01 -0.01 0.00
H -1.24037 0.60534 3.22324 0.00 -0.03 0.04
H 0.36246 0.12357 2.58378 0.06 -0.03 -0.01
H -2.36473 -1.08005 4.65862 0.01 0.05 -0.01
H -0.98332 -1.87253 5.45060 0.02 -0.02 -0.02
H -2.05455 -2.79179 4.36924 0.01 -0.04 -0.03
H 0.54177 -3.38917 4.32727 0.00 0.06 0.01
H 0.86992 -4.84412 3.38629 -0.01 0.01 -0.02
H -0.63653 -4.71459 4.30658 -0.03 0.01 0.00
H -1.56312 -4.12949 0.79234 -0.07 0.02 -0.02
H -1.07529 -5.45020 1.84620 0.01 0.00 0.01
H 0.13806 -4.65087 0.83029 0.00 0.00 0.01

33
Properties=species:S:1:pos:R:3:forces:R:3 method="wB97M-V/def2-TZVPD" spin_multiplicity=1 homo_lumo_gap_ev=8.94
C 0.23093 0.15551 -3.39995 1.57 -0.84 0.57
C -0.45828 0.34184 -2.05675 1.10 -5.82 1.94
C -1.82372 0.70782 -2.17935 -4.03 3.40 -0.92
C 0.31611 1.14669 -0.98790 -1.57 -0.84 1.03
N 0.48490 2.47860 -1.55020 2.63 -1.01 -0.36
C 1.63235 0.45083 -0.60515 -0.21 0.16 0.64
O 2.57976 0.56135 -1.34441 0.80 0.09 -0.37
N 1.78302 -0.28115 0.58314 0.84 1.20 -0.11
C 0.82645 -0.41188 1.68300 2.04 0.07 1.07
C -0.10017 -1.56628 1.28586 -0.84 -1.08 0.61
C -1.54426 -1.11936 1.40119 -0.26 -2.60 -2.61
N -2.02804 -0.97071 2.63561 -2.08 0.11 1.91
O -2.18364 -1.17076 0.35158 -0.46 0.98 1.26
C 1.59955 -0.70268 3.05798 1.84 -0.39 -3.22
O 2.70620 -1.19559 3.10371 -1.30 0.15 0.47
O 0.91581 -0.19203 4.05809 -0.42 -1.85 3.68
H -0.36498 -0.25262 -4.25033 0.27 0.23 1.02
H 0.57937 1.12591 -3.61994 0.28 1.33 -1.03
H 1.20355 -0.40845 -3.24205 -1.30 0.24 -0.43
H -0.63958 -0.76867 -1.63597 1.09 1.92 -0.40
H -1.93288 1.60579 -2.82122 0.01 -0.28 -0.09
H -2.54090 -0.00703 -2.53875 0.33 -0.87 -0.83
H -2.41035 1.01314 -1.31769 0.71 0.10 0.97
H -0.27918 1.13405 -0.02228 0.14 0.29 -1.26
H 0.06591 3.22512 -1.02793 0.55 0.21 0.33
H 1.53360 2.48905 -1.74304 -1.90 1.13 0.31
H 2.78526 -0.46183 0.77691 -1.05 -0.03 -0.04
H 0.40248 0.55544 2.06353 -0.54 -0.68 -1.41
H -0.02405 -1.87112 0.17461 0.38 0.58 2.08
H 0.03092 -2.50951 1.97645 -0.03 1.68 -1.38
H -1.45557 -1.31388 3.38785 0.19 0.22 0.02
H -3.04751 -1.08326 2.85921 1.48 0.46 -0.91
H 1.15691 -0.70431 4.94417 -0.26 1.77 -2.53

16
Properties=species:S:1:pos:R:3:forces:R:3 method="wB97M-V/def2-TZVPD" spin_multiplicity=1 homo_lumo_gap_ev=8.80
H 2.06260 1.92789 0.32446 -3.17 -0.21 -2.61
N 1.07814 1.76149 -0.30956 2.21 -3.67 4.69
C 0.86936 0.43647 -0.00395 4.45 2.76 -2.40
C 2.06343 -0.51699 0.16994 1.72 1.33 0.41
C 3.21308 -0.95929 0.20176 -5.65 2.25 -0.16
N -0.18366 -0.27496 -0.35953 -3.70 2.25 0.28
C -1.55850 -0.03896 -0.15151 -2.40 1.14 2.37
C -2.14101 1.11764 0.38768 7.44 -2.51 -3.50
C -2.39567 -1.31500 -0.03722 0.51 -3.94 2.32
H 3.98558 -1.58764 0.24693 2.80 -1.81 0.16
H -0.10538 -1.20432 -0.51200 1.15 -3.31 -0.41
H -1.35792 1.87843 0.30650 -0.65 0.46 0.50
H -3.07385 1.39585 0.58016 -3.84 0.34 0.79
H -2.40522 -1.66663 1.14045 -0.05 1.16 -2.78
H -2.30625 -2.48814 -0.50777 0.66 3.71 0.44
H -3.36514 -1.00444 -0.29525 -1.49 0.06 -0.10

Energy relative to the best compared isomer or geometry (same formula, charge and spin) across the listed records, respectively: 5.1; 54.9; 134.6 kcal/mol.
Total energy across the listed records, respectively: -167005.933; -22268.111; -9325.873 eV.